The following is a quantum chemistry calculation of a gas-phase ion, C4H11N2O (charge +1), from the Open Molecules 2025 dataset.

Calculated values
Spin multiplicity: 1
ΔE to the lowest compared entry with this formula, charge and spin: 151.0 kJ/mol
Charge: +1
F_max: 3.07 eV/Å
Structure (SMILES): CNC/[NH+]=C(/C)O
Gap between HOMO and LUMO: 10.94 eV
LUMO level: -0.1267 hartree

Geometry as XYZ:
```
18
C4H11N2O (ωB97M-V with the def2-TZVPD basis set)
C 2.492 0.652 -0.060
N 1.095 0.234 -0.253
C 0.749 -0.998 0.401
N -0.690 -0.984 0.248
C -1.301 0.162 0.106
C -2.725 0.120 -0.342
O -0.908 1.322 0.465
H 2.630 1.615 -0.544
H 2.688 0.761 1.006
H 3.210 -0.057 -0.476
H 0.941 0.151 -1.256
H 1.045 -0.960 1.457
H 1.161 -1.915 -0.044
H -1.186 -1.837 0.025
H -2.959 1.040 -0.877
H -3.386 0.086 0.524
H -2.937 -0.738 -0.974
H 0.079 1.348 0.595
```